{
  "formula": "C27H25F5N3O2SV",
  "method": "ωB97M-V/def2-TZVPD",
  "species": ["V", "S", "F", "F", "F", "F", "F", "O", "O", "N", "N", "N", "C", "C", "C", "C", "C", "C", "C", "C", "C", "C", "C", "C", "C", "C", "C", "C", "C", "C", "C", "C", "C", "C", "C", "C", "C", "C", "C", "H", "H", "H", "H", "H", "H", "H", "H", "H", "H", "H", "H", "H", "H", "H", "H", "H", "H", "H", "H", "H", "H", "H", "H", "H"],
  "xyz": [[-0.326, -0.134, 0.030], [2.528, 0.923, -3.454], [6.575, 3.510, -1.684], [2.322, 0.344, -0.472], [6.101, 2.781, 0.909], [4.984, 2.688, -3.644], [3.965, 1.192, 1.469], [-0.091, -1.639, -1.249], [-2.061, -0.827, 0.639], [-0.462, 1.673, 1.422], [-1.210, 1.083, -1.291], [0.778, -1.317, 1.453], [0.135, -5.697, -0.552], [0.841, 0.449, 3.226], [-4.704, 0.071, -1.702], [3.377, 1.127, -0.834], [5.290, 2.362, -0.081], [0.360, -3.419, 0.269], [3.560, 1.465, -2.181], [0.428, -4.814, 0.454], [4.203, 1.555, 0.190], [5.522, 2.725, -1.397], [-0.278, -3.827, -2.037], [-3.183, -0.775, 0.001], [-0.412, 2.196, -1.806], [-4.252, -1.583, 0.456], [0.659, 1.709, 2.382], [-5.728, -0.725, -1.245], [1.537, -0.723, 2.550], [-1.741, 1.610, 2.149], [-2.452, 0.995, -1.660], [-0.463, 2.941, 0.634], [4.683, 2.285, -2.400], [0.343, 2.878, -0.656], [-0.010, -2.889, -0.998], [-3.424, 0.074, -1.117], [-5.487, -1.563, -0.148], [-0.217, -5.175, -1.813], [0.809, -2.597, 1.362], [1.273, -3.153, 2.187], [-2.556, 1.614, 1.429], [1.764, -1.491, 3.301], [0.186, -6.765, -0.389], [0.506, 2.569, 3.053], [0.310, 1.826, -2.539], [-4.048, -2.229, 1.300], [-1.071, 2.922, -2.300], [-1.503, 3.167, 0.390], [-4.873, 0.730, -2.548], [1.292, 2.380, -0.467], [1.574, 1.901, 1.819], [-0.114, 0.122, 3.643], [1.464, 0.735, 4.079], [-1.822, 0.687, 2.715], [0.730, -5.185, 1.429], [-6.698, -0.704, -1.725], [0.602, 3.893, -0.968], [2.491, -0.379, 2.144], [-0.103, 3.748, 1.286], [-6.277, -2.204, 0.227], [-0.541, -3.421, -3.004], [-2.811, 1.685, -2.428], [-0.440, -5.855, -2.627], [-1.837, 2.476, 2.821]],
  "max_force_ev_per_a": 1.148,
  "s2": 0.8967,
  "orbital_gap_ha": [0.242, 0.186],
  "total_charge": -1,
  "spin_multiplicity": 2,
  "total_energy_ha": -3200.2286
}